No. 1
C4H4NO2 | ωB97M-V/def2-TZVPD

```
11
Properties=species:S:1:pos:R:3:lowdin_charge:R:1
O 2.049 0.794 0.460 -0.01
H 0.803 -2.881 -0.552 0.00
O 0.470 2.265 0.855 -0.06
C -1.421 0.604 0.305 0.03
H -1.698 1.515 0.738 0.05
H -2.258 0.096 -0.109 0.04
C 0.929 1.201 0.464 -0.78
H 0.737 -0.635 -1.542 0.11
C 0.377 -0.969 -0.571 -0.21
N 0.254 -2.184 -0.105 0.08
C -0.242 0.195 0.057 -0.24
```

Calculated values
Charge: -1
HOMO-LUMO gap, eV: 8.2753
E_LUMO, eV: 4.186
HOMO, eV: -4.09

***

No. 2
C23H34AlFN5O3S3 | ωB97M-V/def2-TZVPD

```
70
Properties=species:S:1:pos:R:3:lowdin_charge:R:1
H 2.130 -14.098 -4.131 0.15
N 3.395 -16.197 -1.746 -0.08
H 3.619 -15.123 -4.183 0.15
H 3.092 -25.624 -3.107 0.05
H 1.765 -20.376 -2.196 0.15
C 2.521 -21.622 1.607 0.01
H 2.690 -27.282 -2.154 0.08
C 4.260 -18.554 2.774 -0.27
N -0.489 -24.053 0.092 0.00
H -0.893 -23.569 -0.673 0.10
H -0.834 -23.568 0.931 0.15
C 3.596 -26.699 0.242 -0.45
N 3.564 -19.475 1.852 0.05
C 3.951 -23.726 -2.480 -0.44
H 4.950 -15.626 -0.440 0.14
H 5.542 -25.941 -0.102 0.11
S 1.867 -26.475 -0.080 1.02
O 2.678 -23.150 3.453 0.14
N -0.930 -25.440 0.073 0.02
H 3.864 -22.651 -2.574 0.09
C 5.231 -19.075 3.691 -0.09
O 1.943 -23.923 1.524 -0.02
C 2.211 -21.345 0.275 -0.19
O 1.687 -22.199 -0.590 -0.06
H 2.991 -13.035 -2.162 0.17
C 2.305 -19.705 -1.550 0.09
C 5.671 -18.010 2.690 -0.05
Al 1.566 -24.010 -0.214 -0.22
C 2.895 -24.578 -3.201 -0.44
H -0.237 -26.227 -2.327 0.06
H 2.860 -24.331 -4.273 0.11
C 2.883 -14.628 -3.544 -0.04
F 2.553 -18.304 -3.356 0.08
H 4.075 -17.068 0.790 0.12
H 3.396 -14.734 -0.221 0.15
C 3.574 -17.807 0.135 0.09
N 3.644 -13.563 -2.708 0.08
H 1.678 -14.977 -1.861 0.14
H 3.555 -17.858 3.238 0.17
C 4.080 -15.208 -0.948 -0.17
C 3.256 -19.079 0.563 -0.11
H 4.064 -12.890 -3.350 0.19
H 0.898 -26.613 -3.654 0.13
H 5.063 -13.329 -1.172 0.15
H 3.874 -27.732 0.185 0.11
H 1.692 -16.389 -2.975 0.14
H -0.573 -25.810 0.957 0.09
C 4.560 -25.873 -0.588 -0.40
H 5.503 -14.549 -2.489 0.15
H 4.926 -23.963 -2.916 0.10
S 4.118 -24.092 -0.726 1.02
H 5.199 -18.894 4.762 0.13
C 4.726 -14.160 -1.817 -0.07
H -1.917 -25.463 0.244 0.10
C 2.408 -22.981 2.283 -0.51
H 3.813 -26.420 1.262 0.10
H 4.606 -26.164 -1.603 0.06
H 1.255 -28.139 -1.727 0.10
C 3.244 -17.493 -1.203 -0.10
C 3.265 -20.672 2.309 0.08
H 6.337 -18.292 1.867 0.12
H 3.554 -20.900 3.322 0.16
H 5.774 -16.973 2.945 0.10
C 2.593 -20.037 -0.229 -0.04
H 5.711 -20.043 3.494 0.13
S 1.223 -24.444 -2.602 1.02
C 0.796 -26.193 -2.603 -0.44
C 2.674 -18.492 -2.018 -0.18
C 2.303 -15.587 -2.536 -0.11
C 1.681 -27.150 -1.747 -0.39
```

Calculated values
Charge: +3
HOMO-LUMO gap, eV: 8.4289
E_LUMO, eV: -7.684
HOMO, eV: -16.11

***

No. 3
C2H11NO2S | ωB97M-V/def2-TZVPD

```
17
Properties=species:S:1:pos:R:3:lowdin_charge:R:1
H -1.032 2.780 0.143 0.07
C -0.735 0.856 0.721 -0.38
H -1.205 -0.100 0.444 0.10
H 2.966 0.557 0.854 -0.14
C 0.714 0.885 0.248 -0.53
O -0.170 -1.411 -2.287 -0.07
H 1.034 1.910 0.117 0.06
S 1.860 0.165 1.495 0.71
N -1.570 1.913 0.171 -0.01
H 0.085 -1.930 -1.511 -0.01
O 0.232 -2.582 0.362 -0.07
H -0.427 -2.175 0.933 0.04
H -0.782 0.869 1.809 0.09
H 1.029 -2.058 0.514 -0.02
H -1.770 1.700 -0.801 0.07
H -1.049 -1.703 -2.532 0.03
H 0.820 0.325 -0.679 0.05
```

Calculated values
Charge: 0
HOMO-LUMO gap, eV: 10.1727
E_LUMO, eV: 0.668
HOMO, eV: -9.51

***

No. 4
C18H56F6N17O20S2 | ωB97M-V/def2-TZVPD

```
119
Properties=species:S:1:pos:R:3:lowdin_charge:R:1
O -2.877 -5.045 2.435 -0.08
H -1.735 -3.937 -0.872 0.02
S 1.273 -0.006 0.142 0.71
C -6.912 1.500 -3.038 -0.27
H -3.754 -2.591 2.232 0.07
O -0.576 1.621 2.657 -0.10
H -7.375 0.237 -0.851 0.06
C -6.912 0.018 -2.776 -0.22
O -0.326 -3.353 2.552 -0.06
H -1.608 -1.765 4.831 0.11
C -0.588 -4.523 1.829 -0.21
O 4.171 -4.082 2.671 0.10
S -1.180 -0.544 -0.322 0.65
H -4.884 -4.598 -0.516 0.12
N -0.215 0.748 -0.384 -0.29
C -4.920 -1.033 2.292 -0.73
H 5.189 4.721 -4.562 0.11
O 3.497 4.217 -2.932 0.01
N -5.409 -1.706 1.207 0.15
H -2.958 -6.018 -1.009 0.10
H 0.407 -4.951 1.714 0.11
N 0.182 1.848 -3.339 0.19
O 4.671 4.642 1.973 0.06
O -5.259 0.066 2.611 0.05
H -7.856 1.991 -2.800 0.12
F -3.797 -0.876 -1.042 0.11
N 4.313 -4.119 -4.563 0.16
H -0.441 3.612 3.332 0.12
H -1.674 -6.431 1.984 0.12
O -1.440 -0.946 1.065 -0.32
O 5.213 -4.405 -2.611 0.04
O 0.185 3.213 -5.106 -0.05
H 6.428 2.387 0.890 0.12
N 2.464 5.186 0.134 0.20
N -0.211 3.984 -3.133 0.19
N 0.951 -0.122 4.459 0.18
N 0.654 6.096 -0.231 0.18
H -3.418 -5.764 2.770 0.11
H 0.055 1.117 -4.025 0.13
H 0.858 2.989 2.381 0.11
N 2.760 -2.336 2.604 0.17
C -2.990 -5.111 -1.612 -0.22
H -0.265 2.346 -0.062 -0.03
C 0.222 -1.051 4.976 -0.85
C 4.536 -3.762 -3.382 -0.88
N 6.788 4.069 2.426 0.17
H 1.755 -2.370 2.502 0.06
H -3.214 -4.244 0.881 0.04
H -4.249 -3.394 -1.599 0.11
H -3.332 -1.345 3.488 0.09
O 0.624 -1.911 5.650 0.07
F -3.370 1.170 -0.214 0.12
O 2.329 7.370 0.359 0.03
H -0.709 3.851 -2.265 0.10
H 4.602 2.727 0.892 0.09
H 4.776 -4.978 -4.824 0.13
N -3.912 -1.747 2.765 0.18
C 0.093 3.001 -3.861 -0.81
H -1.992 3.221 1.150 0.12
H 1.854 -3.828 0.884 0.09
N 3.819 -2.764 -3.140 0.18
N 2.813 -4.028 1.128 0.19
H -5.934 -0.448 -2.896 0.11
C -0.963 3.580 1.187 -0.19
H 3.183 -2.319 -3.787 0.13
H 0.466 1.756 -2.374 0.06
H 0.472 0.514 3.838 0.06
N -1.033 -0.977 4.568 0.18
C 5.622 3.943 1.779 -0.79
C 3.317 -3.507 2.161 -0.84
H -0.837 -4.122 0.846 0.11
O -1.668 -4.643 -1.520 -0.07
C -1.558 -5.494 2.527 -0.19
H 2.005 4.319 -0.106 0.08
C -2.898 0.147 -0.971 -0.58
H -3.309 -5.428 -2.604 0.12
F 2.660 2.205 0.758 0.13
H 7.119 4.645 3.187 0.12
F 2.361 1.929 -1.424 0.10
H 5.743 2.066 -2.478 0.12
C 2.621 1.313 -0.233 -0.54
H -4.862 -2.518 0.961 0.04
O -7.589 -0.385 -1.551 -0.08
H -0.816 -2.640 2.135 0.04
H 7.404 3.349 2.077 0.09
H 4.249 2.291 -1.657 0.06
F -2.751 0.633 -2.179 0.15
O 1.144 -0.141 1.593 -0.31
H 3.821 -2.458 -2.178 0.12
O -0.940 -1.704 -1.202 -0.30
H -0.241 4.880 -3.599 0.13
O -0.313 3.304 -0.030 -0.13
N 5.536 4.017 -3.925 0.15
C 1.852 6.298 0.093 -0.86
H -0.888 4.636 1.446 0.10
H -1.327 -5.762 3.558 0.13
H -6.552 1.749 -4.037 0.13
H -7.571 -0.507 -3.467 0.11
C -0.226 2.960 2.485 -0.19
H 6.440 3.609 -4.115 0.10
H 1.923 -0.334 4.286 0.10
N 5.583 2.923 1.026 0.19
H 3.229 -4.941 1.008 0.13
H 3.354 5.203 0.612 0.08
H 3.750 -3.583 -5.207 0.12
O -3.383 -3.505 0.292 -0.13
C -3.957 -4.134 -0.854 -0.19
H -1.108 -0.424 3.726 0.08
C 4.562 3.596 -3.117 -0.73
F 3.852 0.695 -0.377 0.09
O 1.772 -1.055 -0.669 -0.26
H -6.509 1.919 -1.264 0.08
H 3.174 -2.039 3.476 0.10
H 0.350 5.173 -0.509 0.07
O -6.073 2.060 -2.108 -0.05
H -0.113 1.136 1.970 0.00
H -6.244 -1.558 0.658 0.09
H 0.095 6.937 -0.212 0.13
N 4.876 2.578 -2.394 0.17
```

Calculated values
Charge: -1
HOMO-LUMO gap, eV: 8.4135
E_LUMO, eV: 1.683
HOMO, eV: -6.73

***

No. 5
C10H16 | ωB97M-V/def2-TZVPD

```
26
Properties=species:S:1:pos:R:3:lowdin_charge:R:1
C 0.545 1.976 -2.692 -0.05
C 2.309 -0.118 2.298 -0.11
H -3.886 0.958 -2.122 0.08
H 1.258 -2.108 0.980 0.07
C 0.802 -2.215 1.980 -0.14
C -0.580 1.170 -2.131 -0.27
H -0.906 -1.425 -0.072 0.09
H -3.512 -0.789 -0.559 0.09
H 1.009 2.405 -1.805 0.08
H 1.288 -3.154 2.229 0.06
H 1.294 1.258 -3.087 0.10
H -0.273 -2.354 2.002 0.06
C -1.933 1.578 -2.305 -0.04
C 1.212 -1.094 2.931 -0.29
H 1.857 -1.460 3.823 0.11
H 0.610 0.375 -0.579 0.08
C -0.316 0.308 -1.080 -0.06
C -2.902 0.680 -1.874 -0.09
H 3.190 -0.747 2.118 0.07
H 1.905 0.019 1.305 0.02
C -2.632 -0.304 -0.887 -0.08
H 2.559 0.785 2.846 0.06
H 0.256 2.736 -3.317 0.04
H 0.383 -0.483 3.311 0.09
H -2.224 2.558 -2.708 0.12
C -1.314 -0.557 -0.606 -0.09
```

Calculated values
Charge: 0
HOMO-LUMO gap, eV: 9.7560
E_LUMO, eV: 1.017
HOMO, eV: -8.74

***

No. 6
C5H11N2 | ωB97M-V/def2-TZVPD

```
18
Properties=species:S:1:pos:R:3:lowdin_charge:R:1
H -1.047 -2.839 -2.019 0.10
H -0.699 1.894 -0.679 0.06
H 0.941 1.531 -0.760 0.06
C -0.328 -2.380 -1.352 -0.03
H 0.332 1.792 3.503 0.12
H 0.016 -0.760 -2.773 0.16
H 1.617 0.571 2.843 0.14
C -0.158 -0.986 -1.684 -0.18
C -0.873 0.135 1.278 0.22
N -0.140 0.623 2.081 0.04
C 0.025 1.354 -1.180 -0.09
H 0.127 1.482 -2.330 0.14
C 0.858 1.354 2.650 -0.03
H -1.715 -0.467 1.352 0.11
N -0.184 0.000 -0.929 -0.06
H -0.585 -2.638 -0.357 0.08
H 0.575 -2.775 -1.615 0.06
H 1.239 2.110 1.970 0.11
```

Calculated values
Charge: +1
HOMO-LUMO gap (alpha / beta), eV: 9.1828 / 9.1817
E_LUMO (alpha / beta), eV: -4.400 / -4.400
HOMO (alpha / beta), eV: -13.58 / -13.58

***

No. 7
C6H13O | ωB97M-V/def2-TZVPD

```
20
Properties=species:S:1:pos:R:3:lowdin_charge:R:1
H 0.866 0.689 -1.525 0.10
C 1.026 0.087 0.425 -0.27
H -1.719 -2.400 -0.960 0.14
H -0.338 2.367 0.498 0.08
C 1.513 0.936 -0.677 -0.07
H -2.170 1.995 0.335 0.12
C -0.782 0.299 0.439 -0.24
H 1.592 -1.720 -0.594 0.12
H 1.326 1.945 -0.640 0.06
H -0.059 -1.753 0.102 0.09
H 2.517 0.682 -1.001 0.11
O -1.236 -0.467 -0.585 -0.02
H -1.077 -0.016 1.457 0.17
C -1.383 -1.694 -0.213 0.02
H -1.827 -1.975 0.744 0.14
H 1.192 0.677 1.358 0.16
H -1.061 1.938 -0.932 0.06
C -1.119 1.766 0.076 0.01
C 1.194 -1.368 0.378 0.06
H 1.544 -1.989 1.315 0.16
```

Calculated values
Charge: +1
HOMO-LUMO gap, eV: 9.5481
E_LUMO, eV: -5.686
HOMO, eV: -15.23

***

No. 8
C17H28ClNO8P | ωB97M-V/def2-TZVPD

```
56
Properties=species:S:1:pos:R:3:lowdin_charge:R:1
C -1.192 0.993 -3.990 -0.29
C -0.220 4.718 -5.641 -0.07
H 0.035 5.584 -6.253 0.09
O -0.217 2.035 -4.071 -0.22
O -1.139 4.137 -3.388 -0.23
H -1.852 -1.724 1.235 0.13
H -1.055 0.363 -4.869 0.12
H 2.889 1.960 -3.267 0.07
H -3.186 -3.580 7.275 0.09
H -1.704 -2.082 5.029 0.10
O 3.456 -3.701 4.529 0.07
O 0.689 2.164 -1.818 -0.26
H 3.724 3.242 -4.110 0.08
H -3.332 0.702 -3.986 0.08
H -1.721 5.717 -4.520 0.12
C 3.591 -3.296 3.235 -0.45
H -3.470 -2.114 5.168 0.13
C -2.614 1.523 -3.958 -0.08
P -0.069 3.045 -2.777 0.63
C -1.977 -3.706 2.092 -0.17
H 0.683 4.121 -5.534 0.07
O -3.029 -3.808 3.044 -0.03
Cl 0.636 -3.965 3.885 0.89
H 3.602 -4.661 4.506 0.14
C -2.563 -2.716 5.330 -0.16
H -0.134 -0.699 0.512 0.19
H -1.693 -1.657 2.983 0.13
C -0.790 5.183 -4.318 -0.25
H 2.310 3.827 -1.465 0.10
H -2.801 2.184 -4.803 0.08
H 4.254 2.780 -2.486 0.08
H -0.942 4.103 -6.180 0.08
H -1.402 -3.710 6.907 0.08
H 2.129 -0.208 0.084 0.16
C 0.114 -2.124 1.952 -0.17
O 1.196 3.995 -3.215 -0.25
H -2.802 2.101 -3.048 0.07
H -2.459 -3.847 1.112 0.14
H -0.133 5.901 -3.830 0.11
N 0.555 -1.228 1.045 0.15
C 2.833 -1.610 1.517 0.06
H 2.897 4.957 -2.659 0.12
C -1.402 -2.245 2.100 -0.05
H -1.220 -4.497 2.178 0.10
O -2.219 -4.988 4.749 0.11
C 1.093 -2.806 2.670 -0.43
C 1.839 -0.967 0.813 0.00
O 4.624 -3.494 2.649 0.17
H -2.122 -2.181 7.356 0.08
C -2.318 -3.113 6.795 -0.08
H -0.993 0.377 -3.105 0.10
C -2.583 -3.908 4.366 -0.47
C 2.451 3.968 -2.535 -0.27
C 3.380 2.923 -3.124 -0.07
H 3.892 -1.391 1.364 0.15
C 2.486 -2.580 2.471 -0.06
```

Calculated values
Charge: +1
HOMO-LUMO gap, eV: 7.2174
E_LUMO, eV: -5.125
HOMO, eV: -12.34

***

No. 9
C30H55BN5O9 | ωB97M-V/def2-TZVPD

```
100
Properties=species:S:1:pos:R:3:lowdin_charge:R:1
N -2.904 -4.430 -5.226 0.11
N 0.714 -3.910 -2.656 0.21
H -1.860 2.704 -2.478 0.06
C -0.358 5.659 -0.931 -0.01
N 0.351 -1.688 -2.680 0.12
C -2.617 1.985 -2.793 -0.01
H -1.182 -1.317 5.023 0.08
H -2.815 1.297 -1.969 0.08
C -1.795 1.994 -5.221 0.00
H -6.332 -3.668 -5.238 0.11
N -1.377 -4.581 -3.397 0.14
C 4.083 -1.697 2.306 -0.46
H -0.665 -3.223 0.098 0.08
H 6.178 -1.382 2.602 0.09
H -2.198 7.595 -1.896 0.05
H -4.361 -4.282 -6.739 0.12
O 3.528 -3.658 -1.386 -0.02
O 6.449 0.759 5.892 0.05
H -0.967 6.030 -0.105 0.09
C 4.744 1.056 7.520 -0.03
C 5.340 -5.150 -2.308 -0.06
C 4.042 -2.028 0.835 -0.01
H 3.164 -2.633 0.614 0.05
C -1.119 5.781 -2.225 -0.48
H -2.159 -0.034 5.760 0.08
H 3.997 0.278 7.688 0.09
H 3.205 -5.226 -2.765 0.12
O -1.989 -0.001 -3.942 0.00
H -2.718 -1.253 2.183 0.08
H 4.075 -3.797 -3.464 0.13
H 6.048 -1.425 8.022 0.09
C 6.010 0.444 6.978 -0.51
H -1.449 1.312 -5.998 0.09
H -5.421 9.836 -1.852 0.08
H -2.369 -2.758 3.090 0.05
H -5.949 -3.539 -2.700 0.11
H -5.895 8.369 1.642 0.09
C -4.729 8.871 -0.082 -0.49
H 0.953 -3.950 0.025 0.07
H -0.657 7.790 -2.787 0.09
H 3.694 -1.287 -3.168 0.12
O 3.585 -1.393 -2.201 0.13
H -1.003 2.715 -5.007 0.09
C 1.240 -4.225 2.834 -0.01
O -1.077 -4.315 2.305 0.05
H 1.717 -3.267 3.075 0.05
H -1.531 0.187 4.117 0.08
C -3.736 -4.064 -2.880 0.01
H -4.711 9.686 1.897 0.09
H 5.232 0.106 2.294 0.09
C -2.742 -4.360 -3.886 -0.29
C -3.183 -1.169 4.272 -0.50
H -4.040 -2.320 2.695 0.08
C -1.538 7.160 -2.649 -0.01
C 1.274 -2.662 -2.441 -0.10
C -2.122 1.214 -3.980 -0.45
H -3.543 2.503 -3.047 0.10
H 5.243 -5.999 -1.581 0.09
H -5.502 10.842 -0.395 0.09
C 6.709 -0.575 7.840 -0.02
H 6.142 -4.428 -1.989 0.09
C -5.324 -3.866 -4.812 -0.03
H -4.166 8.003 1.783 0.08
H 0.574 6.223 -0.994 0.09
H 4.350 1.770 6.797 0.08
C 3.967 -4.434 -2.533 -0.24
O 3.219 -2.088 3.067 0.05
H 5.715 -5.596 -3.273 0.09
C -1.927 -0.544 4.825 -0.02
C -3.063 -1.924 2.973 -0.02
C -5.102 -3.800 -3.366 -0.02
N -0.830 -2.221 -3.080 0.17
C -4.175 -4.204 -5.638 -0.12
H 7.006 -0.121 8.787 0.09
H -1.698 -1.743 -3.351 0.14
H 4.954 1.582 8.453 0.09
H -3.567 -4.006 -1.785 0.12
C 5.236 -0.864 2.794 -0.01
O -3.892 8.237 -0.691 0.05
H 5.139 -0.703 3.868 0.07
H -2.686 2.512 -5.579 0.10
H 1.950 -4.880 2.325 0.10
B 2.816 -2.567 -1.986 -0.51
H -2.076 7.099 -3.595 0.09
C 0.285 -3.332 0.627 -0.02
C -0.579 -3.567 -3.069 -0.29
H 0.720 -2.340 0.777 0.09
H -0.970 -5.515 -3.318 0.17
H -6.686 9.524 -0.650 0.09
C 0.041 -3.991 1.961 -0.48
C -5.649 9.834 -0.786 -0.02
H 4.932 -2.594 0.560 0.10
C -4.890 8.727 1.409 -0.02
H -0.120 4.610 -0.748 0.08
H 0.509 -0.683 -2.587 0.19
H 0.923 -4.705 3.761 0.09
H 3.988 -1.105 0.254 0.09
H 7.603 -0.930 7.327 0.08
O -1.385 4.801 -2.897 0.03
O -4.243 -1.068 4.848 0.07
```

Calculated values
Charge: +1
HOMO-LUMO gap, eV: 7.3637
E_LUMO, eV: -3.418
HOMO, eV: -10.78

***

No. 10
C11H11BrO2Sn | ωB97M-V/def2-TZVPD

```
26
Properties=species:S:1:pos:R:3:lowdin_charge:R:1
H -0.107 3.330 0.055 0.05
C 1.835 -1.654 -1.156 -0.41
H 2.880 -1.950 -0.963 0.06
H -1.447 -2.402 -1.546 0.07
C -2.814 1.371 -0.468 -0.23
Sn 1.824 -0.001 0.799 1.05
C -0.446 -1.966 -1.516 -0.17
C -2.516 1.131 0.924 -0.22
O 0.649 -0.986 2.399 -0.33
C 1.666 -1.296 3.221 -0.61
C 1.370 -0.704 -2.173 -0.24
H 1.909 0.159 -2.573 0.07
H -1.678 2.640 -2.000 0.05
C -0.004 -0.928 -2.386 -0.17
C 0.646 -2.400 -0.737 -0.23
H 2.638 -0.889 2.796 0.05
H 0.561 -3.106 0.095 0.08
H -3.500 0.762 -1.078 0.04
H -0.623 -0.448 -3.147 0.08
Br 3.590 2.006 0.949 -0.36
C -1.884 2.351 -0.955 -0.23
H -0.859 1.910 2.228 0.05
O 1.611 -1.936 4.244 -0.02
C -1.037 2.745 0.148 -0.24
C -1.422 1.989 1.296 -0.25
H -2.845 0.273 1.543 0.06
```

Calculated values
Charge: -2
HOMO-LUMO gap, eV: 5.3640
E_LUMO, eV: 5.132
HOMO, eV: -0.23

***

No. 11
C7H14NO2S2 | ωB97M-V/def2-TZVPD

```
26
Properties=species:S:1:pos:R:3:lowdin_charge:R:1
H 1.207 -0.537 1.988 0.12
C -0.439 -1.212 0.593 -0.36
O -3.497 0.678 -1.050 -0.46
H 2.120 0.520 -0.558 0.03
C -1.088 2.370 -0.371 -0.10
H -1.312 3.194 0.284 0.08
H -0.431 -1.953 -0.150 0.08
H 0.510 1.629 -1.757 0.11
C 0.366 2.089 -0.745 -0.16
H 1.205 2.693 -0.316 0.10
H 0.920 -2.276 1.940 0.12
H 2.953 -0.699 -1.713 0.12
H -0.041 1.168 1.251 0.12
H 1.064 -0.646 -1.432 0.06
O -3.115 0.319 1.411 -0.44
H -1.785 2.242 -1.222 0.09
S -3.684 -1.986 -0.084 0.14
S -3.015 -0.138 0.051 0.21
C 2.023 -0.437 -0.968 -0.15
H 3.122 -1.339 0.537 0.10
C 2.111 -1.519 0.073 -0.28
C 0.989 -1.390 1.185 -0.20
H 1.963 -2.552 -0.338 0.11
H -1.130 -1.207 1.448 0.09
C -0.317 1.116 0.227 -0.38
N -0.697 -0.127 -0.284 -0.11
```

Calculated values
Charge: -1
HOMO-LUMO gap, eV: 7.4009
E_LUMO, eV: 3.365
HOMO, eV: -4.04